1.
The following is a quantum chemistry calculation of an isolated molecule of C5H14Si3 at a distorted geometry, from the OMol25 dataset.

```
22
C5H14Si3, DFT wB97M-V/def2-TZVPD
C 2.937 -2.285 1.482
C 1.904 -1.701 1.300
C 0.404 0.598 -1.714
C 1.250 2.322 0.665
C -1.710 1.613 0.099
Si -0.555 -3.066 -0.471
Si 0.153 -1.242 1.066
Si 0.088 0.933 0.106
H 3.832 -2.701 1.692
H 1.331 0.232 -1.862
H -0.321 -0.317 -1.874
H 0.277 1.382 -2.500
H 2.075 1.980 1.281
H 1.720 2.821 -0.233
H 0.654 3.087 1.259
H -1.913 1.978 1.161
H -1.901 2.402 -0.636
H -2.435 0.832 -0.111
H -2.061 -3.297 -0.665
H -0.267 -4.305 0.117
H -0.103 -2.992 -1.883
H -0.386 -1.576 2.415
```

Charge: 0
SMILES: C#C[Si@H]([SiH3])[Si](C)(C)C

Atom charges from the natural (NBO) analysis, given in e for atoms 1 to 4: -0.1822 -0.4596 -1.0886 -1.1026


2.
The following is a quantum chemistry calculation of an isolated molecule of C30H32Cl3NO, from the OMol25 dataset.

```
67
C30H32Cl3NO, DFT wB97M-V/def2-TZVPD
C -7.258 -0.639 -0.908
H -7.105 -1.664 -1.237
C -6.277 -0.283 0.202
C -4.829 -0.409 -0.264
C -3.844 -0.063 0.854
N -2.462 -0.161 0.400
C -2.024 1.010 -0.340
H -2.903 1.586 -0.636
H -1.373 1.658 0.259
C -1.296 0.564 -1.638
C 0.131 0.149 -1.340
C 1.111 1.044 -0.912
C 2.399 0.569 -0.566
C 2.699 -0.781 -0.607
C 1.728 -1.645 -1.085
C 0.477 -1.192 -1.465
H -0.247 -1.882 -1.870
Cl 2.083 -3.335 -1.191
H 3.653 -1.161 -0.283
C 3.225 1.689 -0.110
C 4.513 1.728 0.280
C 5.524 0.685 0.177
C 5.691 -0.051 -0.998
C 6.691 -0.997 -1.105
C 7.536 -1.223 -0.029
C 7.400 -0.492 1.142
C 6.409 0.465 1.233
H 6.304 1.038 2.143
H 8.070 -0.669 1.969
Cl 8.782 -2.413 -0.154
H 6.818 -1.557 -2.018
H 5.042 0.141 -1.839
H 4.874 2.654 0.711
C 2.350 2.861 -0.163
C 2.630 4.176 0.158
C 1.649 5.129 -0.067
C 0.425 4.787 -0.624
C 0.147 3.467 -0.944
C 1.097 2.488 -0.699
H -0.805 3.233 -1.389
H -0.309 5.555 -0.808
Cl 1.964 6.780 0.339
H 3.582 4.469 0.571
H -1.277 1.391 -2.358
O -2.042 -0.459 -2.237
H -2.406 -0.975 -1.496
C -1.525 -0.613 1.422
H -1.895 -0.361 2.427
H -0.575 -0.090 1.283
C -1.237 -2.116 1.348
C -2.437 -3.015 1.635
C -2.039 -4.486 1.612
H -1.284 -4.690 2.368
H -1.627 -4.753 0.641
H -2.901 -5.120 1.806
H -3.210 -2.842 0.885
H -2.853 -2.770 2.616
H -0.847 -2.349 0.358
H -0.448 -2.335 2.072
H -3.989 -0.765 1.675
H -4.066 0.946 1.241
H -4.668 0.247 -1.121
H -4.644 -1.433 -0.596
H -6.462 0.741 0.536
H -6.440 -0.943 1.057
H -7.120 0.018 -1.764
H -8.283 -0.539 -0.560
```

Charge: 0
SMILES: CCCCN(CCCC)C[C@H](O)c1cc(Cl)cc2c1-c1ccc(Cl)cc1/C2=C/c1ccc(Cl)cc1

Atom charges from the natural (NBO) analysis, given in e for atoms 1 to 4: -0.5981 0.2019 -0.3918 -0.4055


3.
The following is a quantum chemistry calculation of a cluster of 4 separate species, C23H21F3N5O8S in total at a distorted geometry, from the OMol25 dataset.

```
61
C23H21F3N5O8S, DFT wB97M-V/def2-TZVPD
N -1.493 4.345 -0.960
N -0.672 3.516 -0.198
N 0.108 3.958 0.708
N 0.751 2.927 1.238
C 0.324 1.841 0.634
C 0.761 0.468 0.922
C 0.026 -0.027 2.190
C 0.111 -1.537 2.297
F 0.423 -1.933 3.527
F -1.099 -2.087 2.004
F 0.967 -2.021 1.400
N -0.579 2.185 -0.309
C -1.299 1.352 -1.277
S -2.262 -0.040 -0.606
O -3.214 0.498 0.310
O -2.730 -0.710 -1.773
H -1.696 5.144 -0.361
H -2.390 3.873 -1.063
H 1.836 0.462 1.054
H 0.531 -0.137 0.049
H -1.024 0.243 2.109
H 0.433 0.490 3.051
H -0.628 1.008 -2.058
H -2.039 1.970 -1.774
H -1.456 -0.897 0.067
C -0.869 2.704 5.147
C -1.444 3.776 5.682
C -0.658 4.750 6.485
O -1.182 5.725 6.970
C 0.791 4.477 6.665
C 1.363 3.402 6.129
C 0.579 2.435 5.328
O 1.104 1.455 4.834
H -1.425 1.980 4.562
H -2.499 3.991 5.564
H 1.345 5.197 7.253
H 2.416 3.184 6.248
C 0.871 0.154 -6.068
C 1.193 -1.138 -6.066
C 0.489 -2.108 -5.188
O 0.786 -3.281 -5.174
C -0.595 -1.582 -4.316
C -0.914 -0.292 -4.325
C -0.207 0.675 -5.194
O -0.502 1.854 -5.177
H 1.374 0.877 -6.696
H 1.978 -1.541 -6.693
H -1.100 -2.301 -3.682
H -1.698 0.110 -3.699
C 1.527 -4.146 -2.787
C 1.714 -5.459 -2.897
C 1.467 -6.374 -1.751
O 1.634 -7.566 -1.852
C 1.001 -5.765 -0.477
C 0.823 -4.452 -0.369
C 1.066 -3.542 -1.517
O 0.880 -2.338 -1.422
H 1.695 -3.465 -3.612
H 2.049 -5.921 -3.816
H 0.821 -6.447 0.344
H 0.476 -3.993 0.541
```

Charge: +1

Atom charges from the natural (NBO) analysis, given in e for atoms 1 to 4: -0.5616 0.2232 0.0487 -0.2186


4.
The following is a quantum chemistry calculation of the ion C4H14N2O with charge +2 at a distorted geometry, from the OMol25 dataset.

```
21
C4H14N2O, DFT wB97M-V/def2-TZVPD
C 1.383 -0.894 -0.859
O 1.482 -2.242 -1.315
C -0.048 -0.817 -0.318
C -0.459 0.281 0.667
C -0.165 1.654 0.007
N -1.013 2.736 0.728
N -0.349 -2.195 0.300
H 2.053 -0.872 0.012
H 1.630 -0.150 -1.608
H 2.179 -2.315 -1.969
H -0.748 -0.778 -1.155
H 0.038 0.140 1.625
H -1.529 0.235 0.890
H -0.430 1.720 -1.041
H 0.845 1.954 0.263
H -1.834 2.999 0.171
H -0.534 3.641 0.667
H -1.250 2.427 1.672
H -1.332 -2.349 0.096
H 0.259 -2.897 -0.137
H -0.177 -2.278 1.306
```

Charge: +2
SMILES: [NH3+]CC[C@H]([NH3+])CO

Atom charges from the natural (NBO) analysis, given in e for atoms 1 to 4: -0.0985 -0.7434 -0.0450 -0.4514


5.
The following is a quantum chemistry calculation of an isolated molecule of C17H15N5O2 at a distorted geometry, from the OMol25 dataset.

```
39
C17H15N5O2, DFT wB97M-V/def2-TZVPD
N -1.012 0.515 -3.893
N -1.480 -0.965 0.783
N 1.283 0.807 -4.621
O 3.459 0.330 -1.806
O 2.039 0.911 3.535
C -1.700 0.123 -2.834
C -2.447 -1.291 1.608
C 0.369 0.512 -3.682
C 2.501 0.752 -3.989
C -3.367 -1.201 -0.555
C -1.171 -0.289 -1.535
C 0.248 -0.248 -1.435
C 2.390 0.495 -2.661
C -3.620 -1.487 0.752
C 3.229 -0.623 0.395
C 2.718 1.761 0.177
C 2.860 -0.444 1.755
C 2.478 1.871 1.600
C 3.143 0.478 -0.444
C 2.570 0.761 2.316
N -2.013 -0.820 -0.515
N 1.009 0.309 -2.437
C 0.576 0.769 3.516
C -4.918 -1.475 1.285
H -2.777 0.193 -2.942
H -2.501 -1.383 2.686
H 3.527 0.970 -4.402
H -4.149 -1.136 -1.309
H 0.609 -0.500 -0.432
H 3.614 -1.514 -0.012
H 2.746 2.641 -0.386
H 2.955 -1.355 2.290
H 2.189 2.801 2.056
H 0.295 0.640 4.572
H 0.260 -0.074 3.032
H 0.080 1.675 3.139
H -5.333 -2.451 1.600
H -5.685 -1.110 0.577
H -4.973 -0.950 2.217
```

Charge: 0
SMILES: COc1ccc(Oc2cnc3ncc(-n4cc(C)cn4)cn23)cc1

Atom charges from the natural (NBO) analysis, given in e for atoms 1 to 4: -0.3620 -0.2526 -0.4429 -0.4636


6.
The following is a quantum chemistry calculation of an isolated molecule of C20H22N2OS, from the OMol25 dataset.

```
46
C20H22N2OS, DFT wB97M-V/def2-TZVPD
O 1.716 0.589 -1.525
C 0.543 0.398 -1.308
N -0.132 1.085 -0.324
C 0.597 1.810 0.655
C 1.585 2.717 0.299
C 2.311 3.368 1.282
C 2.044 3.138 2.621
C 1.038 2.260 2.983
C 0.319 1.597 2.002
S -0.969 0.473 2.480
C -2.061 0.779 1.121
C -3.435 0.744 1.311
C -4.283 1.006 0.252
C -3.761 1.332 -0.991
C -2.392 1.372 -1.182
C -1.529 1.061 -0.135
H -1.976 1.629 -2.144
H -4.421 1.559 -1.814
H -5.351 0.970 0.399
H -3.823 0.507 2.289
H 0.809 2.073 4.021
H 2.612 3.644 3.385
H 3.089 4.059 0.996
H 1.797 2.885 -0.743
C -0.232 -0.702 -2.028
N 0.462 -1.941 -1.765
C 0.195 -2.980 -2.731
C 1.062 -4.221 -2.497
H 0.567 -4.901 -1.800
C 2.459 -3.891 -1.964
H 2.791 -2.941 -2.382
C 2.510 -3.820 -0.437
C 1.846 -2.573 0.139
H 1.831 -2.644 1.229
H 2.427 -1.691 -0.139
C 0.421 -2.366 -0.377
H -0.167 -3.285 -0.258
H -0.063 -1.596 0.232
H 3.554 -3.834 -0.117
H 2.030 -4.712 -0.024
H 3.151 -4.670 -2.293
H 1.145 -4.748 -3.450
H -0.872 -3.278 -2.738
H 0.429 -2.563 -3.716
H -0.178 -0.498 -3.102
H -1.292 -0.738 -1.727
```

Charge: 0
SMILES: O=C(CN1CCCCCC1)N1c2ccccc2Sc2ccccc21

Atom charges from the natural (NBO) analysis, given in e for atoms 1 to 4: -0.5846 0.6965 -0.5197 0.2094


7.
The following is a quantum chemistry calculation of a structure of composition C59H60BGe2N9S4Sn, from the OMol25 dataset.

```
136
C59H60BGe2N9S4Sn, DFT wB97M-V/def2-TZVPD
Sn -2.746 0.861 1.609
C -1.908 0.329 6.449
C -1.551 0.293 5.088
N -2.634 0.197 4.327
N -3.695 0.175 5.155
C -3.287 0.252 6.439
B -5.154 0.053 4.654
N -5.619 1.386 4.016
C -6.669 2.150 4.381
C -6.727 3.238 3.532
C -5.644 3.047 2.656
N -4.991 1.932 2.960
N -5.269 -1.102 3.636
C -5.920 -2.270 3.812
C -5.710 -3.053 2.696
C -4.892 -2.261 1.870
N -4.638 -1.093 2.447
H -1.261 0.408 7.309
H -0.576 0.329 4.624
H -4.002 0.248 7.248
H -5.865 -0.188 5.600
H -7.291 1.874 5.218
H -7.442 4.045 3.544
H -5.303 3.651 1.826
H -6.483 -2.461 4.714
H -6.082 -4.047 2.509
H -4.474 -2.477 0.898
C 2.771 -5.499 1.920
C 2.019 -5.013 0.707
C 0.652 -5.215 0.578
C -0.056 -4.752 -0.525
C -1.531 -5.029 -0.635
C 0.628 -4.044 -1.526
C 2.012 -3.864 -1.427
C 2.796 -3.111 -2.474
C 2.685 -4.353 -0.314
C -0.111 -3.536 -2.727
C -0.340 -4.447 -3.758
C -1.007 -4.065 -4.909
C -1.430 -2.753 -5.049
C -1.196 -1.818 -4.045
C -0.533 -2.202 -2.865
Ge -0.428 -0.896 -1.330
S -2.387 -0.975 -0.419
S 1.277 -1.415 0.073
Ge 1.262 0.840 0.412
S -0.019 1.534 1.987
S 0.371 1.202 -1.661
C 3.119 1.565 0.753
C 3.769 1.229 1.958
C 4.961 1.853 2.313
C 5.524 2.827 1.508
C 4.899 3.160 0.321
C 3.714 2.535 -0.073
C 3.199 2.968 -1.411
C 2.436 4.129 -1.540
C 1.949 4.900 -0.337
C 2.123 4.596 -2.817
C 2.561 3.941 -3.956
C 2.294 4.502 -5.331
C 3.282 2.759 -3.806
C 3.598 2.257 -2.554
C 4.338 0.951 -2.425
C 3.273 0.153 2.870
C 2.596 0.458 4.056
C 2.290 1.872 4.478
C 2.146 -0.586 4.861
C 2.337 -1.914 4.512
C 1.765 -3.032 5.345
C 3.079 -2.194 3.370
C 3.574 -1.183 2.559
C 4.465 -1.522 1.389
C -1.607 -0.402 -4.285
C -2.934 0.011 -4.134
C -4.046 -0.932 -3.745
C -3.254 1.349 -4.368
C -2.301 2.270 -4.766
C -2.646 3.717 -4.996
C -0.995 1.827 -4.952
C -0.633 0.513 -4.717
C 0.794 0.071 -4.928
H 2.091 -5.920 2.662
H 3.317 -4.675 2.387
H 3.500 -6.267 1.648
H 0.111 -5.736 1.363
H -1.863 -5.674 0.180
H -1.775 -5.506 -1.588
H -2.098 -4.097 -0.583
H 2.151 -2.722 -3.260
H 3.547 -3.760 -2.933
H 3.315 -2.267 -2.012
H 3.756 -4.178 -0.226
H 0.000 -5.469 -3.635
H -1.185 -4.785 -5.700
H -1.941 -2.437 -5.952
H 5.445 1.561 3.240
H 6.449 3.312 1.801
H 5.326 3.919 -0.327
H 1.998 4.302 0.572
H 0.914 5.215 -0.484
H 2.551 5.800 -0.188
H 1.523 5.497 -2.908
H 1.705 5.418 -5.270
H 1.753 3.789 -5.954
H 3.233 4.732 -5.840
H 3.599 2.212 -4.690
H 4.742 0.638 -3.390
H 3.656 0.169 -2.069
H 5.154 1.022 -1.705
H 2.921 2.598 3.970
H 2.416 1.984 5.558
H 1.253 2.103 4.222
H 1.601 -0.347 5.771
H 1.134 -2.640 6.144
H 2.557 -3.638 5.794
H 1.152 -3.689 4.723
H 3.273 -3.230 3.104
H 4.796 -2.561 1.449
H 5.342 -0.872 1.365
H 3.935 -1.397 0.443
H -3.675 -1.926 -3.507
H -4.773 -1.010 -4.560
H -4.557 -0.552 -2.861
H -4.280 1.673 -4.218
H -3.713 3.894 -4.860
H -2.364 4.031 -6.005
H -2.114 4.349 -4.284
H -0.239 2.540 -5.259
H 1.352 0.831 -5.476
H 0.842 -0.871 -5.478
H 1.293 -0.076 -3.965
N -2.878 2.758 0.120
C -2.554 3.712 -0.476
N -2.254 4.735 -1.170
C -1.625 5.859 -1.041
N -1.088 6.895 -1.022
```

Charge: -2

Atom charges from the Mulliken analysis, given in e for atoms 1 to 4: 1.0262 -1.0985 -0.2561 0.1275


The following calculated total energy values (in eV) correspond, in order, to the records above: -29042.270 -72735.279 -66995.818 -9385.966 -29413.208 -36960.458 -238460.481.
The following E_HOMO values (in eV) correspond, in order, to the records above: -9.34 -8.26 -12.15 -18.50 -8.07 -8.12 -2.31.
The following Kohn-Sham gap values (in eV) correspond, in order, to the records above: 10.007 7.654 7.810 11.666 8.038 8.835 6.260.